{"formula": "C28H25F15GeNOS4SbSi2Ta", "method": "ωB97M-V with the def2-TZVPD basis set", "multiplicity": 2, "total_energy_ev": -197444.60039, "molar_mass_g_mol": 1236.24, "total_charge": 0, "homo_energy_ev": [-8.10, -8.13], "e_above_lowest_ev": 2.4533, "elements": ["Ta", "S", "Sb", "S", "S", "N", "C", "O", "C", "C", "H", "H", "H", "H", "H", "H", "F", "C", "C", "C", "F", "C", "F", "C", "F", "C", "F", "Ge", "S", "C", "C", "F", "C", "F", "C", "F", "C", "F", "C", "F", "C", "C", "F", "C", "F", "C", "F", "C", "F", "C", "F", "C", "Si", "C", "C", "C", "Si", "C", "C", "C", "H", "H", "H", "H", "H", "H", "H", "H", "H", "H", "H", "H", "H", "H", "H", "H", "H", "H", "H"], "positions_angstrom": [[1.341, 1.629, 0.089], [3.984, 4.886, 1.370], [4.005, 2.710, 1.944], [1.592, 2.087, 2.370], [3.656, 1.568, -0.278], [2.572, 3.580, -3.754], [2.000, 3.262, -2.587], [1.533, 2.132, -2.391], [1.939, 4.318, -1.529], [1.053, 3.866, -0.374], [2.707, 2.875, -4.459], [3.015, 4.472, -3.875], [1.595, 5.264, -1.958], [2.958, 4.481, -1.159], [0.001, 4.031, -0.637], [1.275, 4.496, 0.485], [1.525, -5.231, -0.656], [1.945, -4.299, -1.524], [1.779, -2.967, -1.190], [2.177, -2.031, -2.124], [1.966, -0.730, -1.886], [2.770, -2.381, -3.322], [3.156, -1.454, -4.196], [2.955, -3.724, -3.606], [3.535, -4.085, -4.743], [2.527, -4.694, -2.713], [2.679, -5.981, -3.011], [0.867, -2.525, 0.533], [0.147, -0.522, 0.773], [-0.797, -3.599, 0.376], [-1.543, -3.435, -0.781], [-1.060, -2.657, -1.761], [-2.773, -4.036, -0.965], [-3.452, -3.873, -2.100], [-3.296, -4.816, 0.055], [-4.485, -5.384, -0.089], [-2.575, -5.006, 1.222], [-3.073, -5.770, 2.192], [-1.339, -4.398, 1.366], [-0.652, -4.594, 2.497], [2.009, -3.136, 2.036], [3.237, -3.758, 1.898], [3.727, -4.011, 0.680], [3.998, -4.122, 2.996], [5.166, -4.740, 2.836], [3.535, -3.831, 4.268], [4.254, -4.180, 5.326], [2.328, -3.169, 4.439], [1.907, -2.861, 5.662], [1.582, -2.844, 3.323], [0.410, -2.221, 3.482], [-1.220, 0.713, -2.338], [-2.357, 1.325, -0.947], [-3.328, -0.160, -0.274], [-3.592, 2.454, -1.822], [-1.514, 2.183, 0.509], [-2.146, 3.717, 1.410], [-3.397, 2.945, 2.614], [-3.018, 4.952, 0.278], [-0.893, 4.694, 2.426], [-1.805, 0.097, -3.025], [-0.397, 0.093, -1.983], [-0.801, 1.541, -2.909], [-3.701, -0.775, -1.097], [-4.190, 0.179, 0.305], [-2.717, -0.789, 0.373], [-3.988, 1.942, -2.700], [-3.132, 3.385, -2.156], [-4.438, 2.709, -1.183], [-1.252, 1.456, 1.283], [-4.041, 2.213, 2.124], [-4.033, 3.724, 3.041], [-2.878, 2.442, 3.432], [-3.983, 4.577, -0.062], [-2.425, 5.203, -0.604], [-3.200, 5.878, 0.827], [-0.114, 4.053, 2.834], [-1.395, 5.185, 3.261], [-0.409, 5.470, 1.831]]}